Here is a cluster of 15 separate species, C84H213N15O27 in total in a non-equilibrium geometry from the OMol25 dataset. Energies are from ωB97M-V/def2-TZVPD.

The calculation puts the maximum force at 0.06529 Eh/bohr. Its energy is -6180.36678 Ha. For the energy above the lowest of the compared OMol25 structures with the same formula, charge and spin, the calculation gives 0.0 kcal/mol.

Geometry (Å):
H 2.65758 -8.42985 -0.43802
C 8.04035 1.82801 -4.49515
C 9.18394 6.64776 -6.75719
C -3.54432 -4.88671 5.31244
H -4.42163 3.31480 1.20375
H -6.63006 1.53960 -0.97398
H -5.55674 1.66445 4.70295
O 4.44722 4.70567 0.28600
C 1.32253 -4.41956 -2.33380
H 0.72502 -4.01027 -1.46717
C 0.82558 -3.01484 5.79152
H 11.58659 8.06140 -5.98128
H 3.16665 3.65959 -7.35879
H -7.55118 7.60367 -0.13150
H 1.18955 2.36156 -7.38161
H 9.71243 5.89689 -6.16726
C -3.35579 -3.74843 6.36685
C -3.25669 5.04683 7.44474
C -0.80186 -0.69344 0.07718
C -1.02040 4.58966 -6.19106
H -6.36103 -0.67122 -2.06151
H -1.89270 4.48846 -6.83738
H -6.35198 5.58777 -0.25243
N 1.44769 1.80236 3.95669
H 7.03304 -0.74383 -0.03923
H -3.10843 1.65671 4.97814
H -8.57724 3.11677 -1.01721
H 1.09043 4.47143 -6.28277
H 6.50357 5.09849 -3.34042
C 0.69177 6.16045 6.00271
H 4.60972 -6.54318 1.22528
C 1.20038 4.01692 5.10482
O 0.49925 4.72465 6.05274
H -5.51782 -1.31076 0.67064
H -3.76872 -0.44369 6.11240
C 3.97985 4.84424 -3.34367
C -6.82102 3.09948 2.99604
H -2.64447 1.17635 -2.07626
H -1.67203 -4.88082 4.48993
H 1.43844 -6.26166 -1.73055
C 5.04540 -0.91087 0.81862
H -0.96604 -1.06933 2.97224
H 4.28017 -2.94027 -1.22011
H 5.52954 -1.13483 1.78077
H 4.18302 5.03498 -2.30767
H -7.78315 -0.35899 0.01989
O -4.10660 -5.04769 -0.44373
H 1.86059 2.32264 -3.91099
H 1.54587 2.27034 3.05288
H -3.83401 -1.79424 -0.45041
H -7.00827 4.95012 -2.76011
H 3.33770 1.36034 -4.00878
H 5.40764 -4.18969 -1.67240
H 3.41871 -8.96159 1.05435
H 4.71880 6.64610 1.18485
H 5.63016 -0.50663 -1.18689
C 2.54077 1.72858 -3.31315
O -3.92770 6.14844 6.73911
C 10.72456 8.43708 -6.55806
N 0.26463 -5.44264 5.78369
H -0.64202 -1.57848 0.68277
H 6.50621 0.64350 -3.48444
C 3.96897 0.83642 1.89492
H -2.51084 -3.62106 4.05983
H 1.05644 0.86983 3.93181
H -0.22867 2.60061 -2.78471
H -4.15144 -6.51338 6.59489
H -2.88813 2.97524 3.87874
H 4.64976 -6.46597 6.68501
H 1.34319 0.58452 -6.20372
C -7.69316 7.07355 -1.09217
H 3.68532 -6.12522 -0.26278
H -3.96303 -6.06749 1.32683
H 5.70241 -1.51818 -3.04471
H -3.87234 4.53028 8.17290
C 0.23053 4.16681 -6.87647
C 0.65806 2.56507 4.95337
O 9.46856 7.92977 -6.16371
N -7.53961 4.71520 -1.94241
H -4.39108 -2.47207 3.03705
H 0.40269 -8.75170 0.61655
H 2.70675 5.68695 0.79191
H 0.14202 2.54814 6.97776
H -8.04472 5.30059 -0.00093
C -4.02679 -3.79535 0.22244
H 9.62103 6.57216 -7.78672
H -5.40697 8.18049 -0.88301
H -2.08174 -6.59673 0.99305
H -1.00558 -5.69719 -3.36155
N 6.25439 -2.48584 -0.77992
H -5.62035 -6.03668 0.59808
C 3.37261 -4.83789 1.50873
C -3.39983 0.72165 -2.70901
H -2.13845 -1.04157 6.51763
H 0.14131 5.57473 -8.50697
H 2.99376 0.44673 -1.13588
H 8.62524 0.91813 -4.73751
O 4.88044 0.46211 0.85101
H -5.67251 -2.08310 4.29352
H 3.26717 3.21921 -5.68634
H 10.87426 8.23419 -7.63373
H -0.62171 -10.86853 0.18956
H -3.89683 2.91942 -0.51719
H -2.11362 -6.15612 -1.25148
C 7.26835 1.42816 -3.26905
H 1.52685 -3.67176 2.86758
C -3.86550 -2.77404 -0.91562
C -7.60115 -1.27635 0.61124
C -7.31962 5.58915 -0.75365
C 7.67439 6.37083 -6.84103
O -3.44549 -2.49256 5.74222
H -5.22776 6.65115 -1.65813
H 5.95170 6.58432 -2.61806
H -0.02663 0.93802 6.10576
H 2.95382 0.42586 1.65247
H 10.67762 9.51894 -6.42831
H 7.46787 5.73876 -7.69525
H 0.64016 -1.24313 -2.07245
C 5.29149 -3.08519 -1.67389
C 1.16632 -5.87676 4.70843
C 3.70707 3.89605 -6.42226
H 3.05315 -1.56831 3.82948
O -6.96693 7.67021 -2.14664
N 1.02219 -5.87120 -2.57188
H -1.48433 -0.97788 -0.77535
H -4.99491 8.15159 -2.60382
H -6.86695 -2.67152 -0.64661
H 2.91698 5.03994 -3.43552
H -1.60925 4.48624 0.15673
H 1.74106 6.37576 5.95140
N -3.96552 3.45562 5.77694
C 6.82986 6.71429 -4.62811
H 1.32883 -1.30317 3.78502
C -5.41722 -0.49538 -2.64819
H -2.36748 -3.91360 6.80927
H 1.60484 1.55602 6.50749
H -10.03661 -7.01330 -0.85905
C 6.05644 -1.13422 -0.35421
H 0.48315 -4.21930 7.49011
O 5.11600 3.73272 -6.59988
O -4.48924 0.30148 -1.89851
H -3.83781 -1.88670 -3.26888
H 0.24715 0.80976 -0.85102
H 7.70646 7.07145 -4.18165
H 0.77149 -6.81787 4.31947
H 3.72623 1.89694 1.82703
H -3.43099 7.63178 8.02332
H -4.88853 6.84292 8.46995
O 4.01613 -2.62165 -3.61830
C -6.46246 2.56845 -1.25844
H 6.23917 1.84779 -0.80425
H -1.89980 1.14629 0.06598
O 1.72661 0.75281 -2.71741
H -0.38415 2.70351 4.66008
H -2.34044 3.18417 6.98541
O -1.37057 0.78087 2.02867
H 6.32379 5.21886 -5.92913
H -7.15487 -4.13868 1.20266
H 5.99635 -3.11401 -3.68292
C 1.24218 -0.86784 -1.24414
C 0.94877 -4.33236 6.50356
H 6.28978 7.56315 -5.03483
H 3.47735 4.85883 -6.03944
C -8.00966 -3.75693 0.62499
H 6.03320 5.99854 0.26832
H 2.24480 4.00001 5.37710
H -1.68242 -2.04408 -4.51355
H 4.29573 0.46916 2.89414
O 0.12645 2.13900 -5.66368
H 6.11092 2.66925 -7.96050
H 1.69798 -6.66550 0.88962
H -4.93257 -3.78148 -2.22216
C 2.56537 -8.42446 0.67719
H 0.17215 -6.22655 6.42912
H -0.49962 -7.21597 -2.71863
C -3.63235 2.55620 4.60191
N 7.34731 2.30608 -5.63736
O 2.19695 -4.30610 1.00852
C -6.32262 -1.05662 1.37975
H 2.16860 -2.40316 1.82905
H 4.25570 -4.14586 1.42002
H -0.12895 5.24867 -0.43913
H -0.51651 2.22724 -7.63889
C 5.46480 2.40405 -7.13410
O -5.46900 3.25708 3.38180
C 2.59519 -6.15866 5.06018
C -0.51229 4.28550 -0.02753
H 3.10097 -0.78368 -2.38415
H 0.57927 -3.19931 1.40802
C 4.06946 -2.38855 -5.02487
H 4.27647 3.81763 -3.61278
H 4.95936 1.53930 -1.85727
C -4.31182 7.17938 7.59042
H 1.30557 -9.29481 2.12985
H 4.55745 1.95984 -7.51027
H 0.43338 4.31230 -2.55910
O -8.78483 -5.92714 0.41096
H 2.20320 3.69730 -0.83790
H -7.53748 -5.01972 -0.95313
H -0.07132 -1.33271 -4.22441
H 1.96091 -4.63018 6.80564
C 5.27890 -2.54827 -3.02357
O 1.91756 -2.89773 4.90271
O -0.39958 -6.42147 -0.14529
H -3.45238 -1.45986 7.53382
C -3.28687 -6.21946 5.95464
H 4.14598 -1.55691 0.87236
N -4.97411 -2.84322 -1.83175
H 4.37410 -3.28408 -5.57904
H 4.45625 -7.99316 5.79379
H 3.29613 -5.09759 2.59623
N -2.60579 -4.64684 4.18211
H -4.45842 4.25457 5.39294
N 1.36194 3.00311 1.09072
C -4.51988 -6.07989 0.40326
H -1.00805 5.66119 -6.08680
H 0.57888 4.83311 1.73977
C 0.39665 0.78809 -5.70357
H -8.46967 -1.32205 1.31559
H 0.49199 0.43391 -4.70418
H -0.13057 -2.91279 5.24710
C 3.13679 4.68391 0.85844
O -0.35999 3.21595 -0.96094
H -7.42567 2.74793 3.80418
H -9.27609 -4.50215 -0.97117
H -0.05491 -11.18830 1.84965
C -2.76340 4.01456 6.46210
C 4.06046 -7.36579 6.59051
H 8.75789 2.60267 -4.22296
H -5.64610 0.07712 -3.58278
H -0.50248 -6.91472 1.78492
H -0.21810 -2.52141 -5.56313
C -8.42474 -4.80955 -0.34417
H 1.38928 -3.84344 -4.44815
H -8.71524 7.01508 -1.49240
H -0.39534 0.28975 -6.31217
H 3.23223 2.75751 0.11841
H 0.84275 -2.16766 6.54369
C 6.06266 6.06956 -3.57459
H 3.06706 -6.60131 4.13222
H 0.15272 6.48434 5.09888
H 1.65196 -1.76236 -0.83187
H -2.58689 -0.43579 3.08573
C 0.22727 2.66800 -6.95962
H -8.07739 2.86661 -2.64984
C 0.24413 -11.22072 0.78926
H -4.22184 -6.98991 -0.11503
H 2.17628 -0.85914 5.28546
H -4.56582 -4.84112 4.94492
C -9.09554 -7.07866 -0.30783
C -0.39744 -6.14533 -2.52884
H 7.14540 -2.94879 -0.73352
H -3.21680 -7.01277 5.21555
H 2.37790 -4.32253 -2.09170
O -0.32433 -3.13238 -3.56623
N -7.70756 -2.50676 -0.12122
C 5.72712 2.28979 -1.67554
H 6.23278 0.62292 -6.35201
H 1.02625 2.17241 0.64920
C 0.55904 1.86797 6.22388
H 0.24533 6.62626 6.87117
O 2.66394 -7.01454 6.20614
H -3.04924 -0.11798 -3.27865
H 1.18790 -5.03764 4.00963
H -4.89713 7.89761 7.01545
H 7.15467 7.33687 -7.03767
H -2.70390 -0.26328 0.71109
H 3.11605 -1.92537 -5.26207
C -5.60989 7.66037 -1.82465
H 2.97217 2.26795 -2.47054
H 1.08473 4.49210 4.09478
C -1.75142 0.25134 0.74371
H -4.67554 1.72475 0.44985
O -5.94391 3.19742 -0.13965
C 6.10069 1.66251 -6.03200
O 4.75683 5.78419 -4.12005
H -1.24993 0.42629 3.92323
C -4.87195 -1.91498 -2.97629
C -1.06008 -5.79787 -1.21989
H -0.44248 3.30777 1.89550
H -5.70404 2.45995 -2.05962
H -5.62896 -2.37889 -3.62355
H 7.95924 1.01453 -2.55565
H -6.19470 -0.02336 1.69564
H 3.18738 -5.26740 5.32579
C -7.71367 3.27241 -1.70267
C 1.04050 -3.45483 -3.45810
C 2.42791 3.53158 0.21436
H -2.36269 5.49435 7.89272
H -4.15536 -3.82318 7.11649
C -0.58485 -2.22980 -4.54269
H -9.27616 -7.88958 0.36736
C 2.40253 -0.12871 -1.86061
H 7.22585 3.30624 -5.52944
C 0.22411 3.90235 1.24142
N 0.42024 -0.04150 -0.33863
C -0.37350 3.56432 -2.29246
C -3.19824 -1.30116 6.47534
H -2.91011 -2.94054 -1.45274
H -8.28090 -7.42930 -0.99973
C 3.64105 -6.18954 0.84569
H -4.89102 -0.72624 3.33636
C 5.21677 5.70747 0.92919
N 7.13526 5.74259 -5.67725
N 0.34976 4.60174 -8.33626
H -3.71112 1.46015 -3.41798
H 5.34350 3.24616 -1.34466
H 3.24965 4.54630 1.93059
H -3.10810 -3.73577 0.82784
O 6.54422 2.52215 -2.77331
H -7.22290 4.04832 2.61672
H -6.95977 2.41795 2.14186
C 1.31221 -9.19633 1.03705
H -2.37894 -6.15097 6.60241
H 5.69531 5.33183 1.84764
H -1.28852 4.09685 -2.55713
H -1.12803 -5.21532 1.39374
H 5.33574 1.72279 -5.30458
H -0.22023 4.04883 -8.94523
C -4.61477 2.80246 0.26625
N 2.54384 -7.09630 1.27073
H -1.16714 4.04020 -5.31291
H 3.91242 -7.92325 7.52331
C -5.22991 -1.78470 3.31194
H -4.92198 -3.70821 0.88436
H -1.96366 4.46069 5.88568
H 1.66259 -2.54287 -3.31103
H -8.78463 -3.47790 1.33317
H -1.13501 -4.67346 -1.14492
O 1.40059 -10.51270 0.53449
C -1.52149 -0.13916 3.05628
H 0.37960 -12.27582 0.52495
C -1.01489 -6.24871 1.08846
C 2.16005 -1.56858 4.44068
O -6.28950 -1.96077 2.44653
H -4.55539 1.36275 3.17943
C 1.60127 -3.32450 1.81833
C -4.86473 2.08050 3.96738
H 4.82305 -1.60719 -5.19554

These are the Mulliken partial charges, in e, on atoms 1 to 8: 0.26 -1.49 -0.67 0.55 0.48 -0.83 0.74 -0.06

Here is an isolated molecule of C2H6N4O in a non-equilibrium geometry from the OMol25 dataset. Energies are from ωB97M-V/def2-TZVPD.

The calculation puts the maximum force at 0.02826 Eh/bohr. Its energy is -373.97382 Ha. For the energy above the lowest of the compared OMol25 structures with the same formula, charge and spin, the calculation gives 85.7 kcal/mol.

Geometry (Å):
H 2.03431 -0.83080 0.26647
H -1.40202 -1.61503 0.60217
N 1.84462 -0.31405 -0.59437
N 0.81183 0.58891 -0.44775
H 0.17555 1.91768 0.97930
N -0.43376 -1.31510 0.56879
O -2.64060 -0.00806 -0.53105
H -1.55960 1.70377 -0.62928
H 0.08388 -1.91333 -0.06574
N 0.42919 0.93267 0.98204
C -1.63591 0.63130 -0.37789
H 2.66412 0.17730 -0.93344
C -0.37162 0.04474 0.18077

These are the Mulliken partial charges, in e, on atoms 1 to 8: 0.23 0.29 -0.61 -0.21 0.28 -0.67 -0.48 0.30

Here is a cluster of 2 separate species, C5H13NO in total in a non-equilibrium geometry from the OMol25 dataset. Energies are from ωB97M-V/def2-TZVPD.

The calculation puts the maximum force at 0.10181 Eh/bohr. Its energy is -328.26829 Ha. For the energy above the lowest of the compared OMol25 structures with the same formula, charge and spin, the calculation gives 31.7 kcal/mol.

Geometry (Å):
O 2.15472 0.96829 -1.57668
C 1.73683 -0.11800 -1.84706
H 3.47178 -1.25145 -2.15232
H -0.98152 -1.75977 -0.50625
H -0.15118 1.61566 2.87567
C 0.05318 -1.82057 -0.95794
C 0.27162 -0.52504 -1.71605
H 0.66830 -1.93732 -0.00233
H -2.70933 0.71407 1.69456
H -0.22672 -0.40499 -2.66648
H -1.47045 1.20412 3.78349
H -1.10835 0.68569 1.21641
H 0.12262 -2.84924 -1.45552
C -1.10692 1.86585 2.95918
H -1.24259 2.86673 3.27197
C -1.78719 1.40253 1.56757
H 2.04073 -2.02735 -2.29591
N 2.51326 -1.15582 -2.18250
H -0.22142 0.21649 -1.07308
H -2.02737 2.31011 1.06325

These are the Mulliken partial charges, in e, on atoms 1 to 8: -0.61 0.50 0.19 0.31 0.36 -1.12 -0.14 0.29